[1]
The following is a DFT calculation (wB97M-V/def2-TZVPD) of a cluster of 2 separate species, Cl2HPS2 in total at a distorted geometry.

Computed properties:
relative energy (zero: lowest compared OMol25 entry of this formula, charge and spin): 0.805 eV
orbital gap: 8.38 eV
HOMO: -9.802 eV
electronic energy: -2058.7503 Ha

Cartesian coordinates (Å):
1 P 1.155 -0.389 0.162
2 S 1.179 1.499 0.393
3 S 0.974 -1.607 -1.391
4 Cl -2.293 1.243 0.019
5 Cl 1.399 -1.424 1.884
6 H -2.413 0.678 -1.067

***

[2]
The following is a DFT calculation (wB97M-V/def2-TZVPD) of the ion C4H7N4 with charge +1 at a distorted geometry.

Computed properties:
SMILES: CN1C=[NH+][C@@H](C#N)N1
relative energy (zero: lowest compared OMol25 entry of this formula, charge and spin): 3.260 eV
orbital gap: 10.19 eV
charge: +1
HOMO: -14.486 eV
electronic energy: -375.2827 Ha

Cartesian coordinates (Å):
1 C 2.484 0.089 -0.210
2 C -0.424 -1.132 -0.401
3 C 1.391 0.026 0.710
4 C -1.938 0.848 -0.553
5 N 3.242 0.422 -0.992
6 N 0.243 0.843 0.444
7 N -0.663 0.175 -0.360
8 N 0.633 -1.470 0.287
9 H -0.929 -1.841 -0.995
10 H 1.745 -0.139 1.775
11 H -2.342 0.886 0.374
12 H -1.629 1.888 -0.861
13 H -2.576 0.501 -1.249
14 H -0.178 1.215 1.334
15 H 0.943 -2.310 0.699

***

[3]
The following is a DFT calculation (wB97M-V/def2-TZVPD) of a structure of composition C3H4O2Rb at a distorted geometry.

Computed properties:
spin multiplicity: 2
relative energy (zero: lowest compared OMol25 entry of this formula, charge and spin): 2.050 eV
orbital gap (spin up / spin down): 3.64 / 4.94 eV
HOMO (spin up / spin down): -4.709 / -6.013 eV
electronic energy: -291.1032 Ha

Cartesian coordinates (Å):
1 O 0.565 -1.395 0.658
2 C 1.619 -0.545 0.587
3 C 1.616 0.468 -0.508
4 O -4.217 0.811 -0.415
5 C -4.546 1.856 -0.692
6 Rb -2.500 -2.164 0.429
7 H 2.629 -0.996 0.731
8 H 0.829 0.428 -1.269
9 H 2.540 1.011 -0.729
10 H 1.464 0.528 1.208

***

[4]
The following is a DFT calculation (wB97M-V/def2-TZVPD) of an isolated molecule of C4H8N4 at a distorted geometry.

Computed properties:
SMILES: [H]/N=C(\N)C(=C)/C=N/N
relative energy (zero: lowest compared OMol25 entry of this formula, charge and spin): 3.682 eV
orbital gap: 8.91 eV
HOMO: -8.227 eV
electronic energy: -376.1132 Ha

Cartesian coordinates (Å):
1 C 0.875 0.396 0.464
2 C 0.531 -0.335 -0.986
3 N -2.514 0.002 0.722
4 N 0.761 1.777 0.400
5 C -0.889 -0.401 -0.874
6 C 1.326 -1.237 -1.565
7 N -1.259 0.184 0.225
8 N 1.653 -0.239 1.258
9 H -2.797 -0.976 0.754
10 H -2.652 0.520 1.579
11 H -0.089 2.059 -0.071
12 H 0.956 2.279 1.254
13 H 2.299 0.373 1.751
14 H -1.514 -1.113 -1.416
15 H 2.378 -1.243 -1.325
16 H 0.935 -2.045 -2.169

***

[5]
The following is a DFT calculation (wB97M-V/def2-TZVPD) of an isolated molecule of C7H8Cl2OSSi at a distorted geometry.

Computed properties:
SMILES: S[Si@@H](OC(Cl)Cl)c1ccccc1
relative energy (zero: lowest compared OMol25 entry of this formula, charge and spin): 0.000 eV
orbital gap: 9.76 eV
HOMO: -9.499 eV
electronic energy: -1954.8619 Ha

Cartesian coordinates (Å):
1 C -1.876 -1.884 -0.848
2 C -2.132 -0.526 -0.809
3 C -0.679 -2.341 -0.347
4 C -1.112 0.370 -0.387
5 C 0.290 -1.465 0.215
6 C 0.187 -0.059 0.061
7 C 0.827 2.579 2.380
8 O 1.515 2.596 1.211
9 Si 1.576 1.161 0.178
10 S 2.195 2.220 -1.561
11 Cl -0.917 2.727 2.111
12 Cl 0.892 0.911 3.158
13 H -2.631 -2.563 -1.292
14 H -3.035 -0.131 -0.845
15 H -0.458 -3.430 -0.233
16 H -1.297 1.387 -0.209
17 H 1.102 -1.747 0.818
18 H 1.289 3.321 3.118
19 H 2.892 0.341 0.673
20 H 1.767 1.332 -2.543

***

[6]
The following is a DFT calculation (wB97M-V/def2-TZVPD) of a structure of composition C59H57N5O2OsP.

Computed properties:
orbital gap: 7.95 eV
charge: +1
HOMO: -10.243 eV
electronic energy: -3138.5659 Ha

Cartesian coordinates (Å):
1 Os -0.192 -0.260 -0.322
2 O -1.590 -1.140 -1.355
3 C -2.399 -2.291 -1.284
4 C -1.969 -3.054 -0.029
5 C -0.511 -3.399 0.010
6 C -0.189 -4.706 0.346
7 C 1.129 -5.108 0.387
8 C 2.090 -4.175 0.063
9 C 1.727 -2.870 -0.242
10 C 2.834 -1.938 -0.642
11 C 2.924 -0.594 0.088
12 O 1.815 0.196 -0.263
13 C 4.153 0.133 -0.491
14 C 5.216 0.566 0.289
15 C 6.317 1.189 -0.290
16 C 6.377 1.378 -1.659
17 C 5.317 0.952 -2.450
18 C 4.218 0.346 -1.869
19 C 3.049 -0.737 1.602
20 C 3.504 -1.890 2.226
21 C 3.610 -1.957 3.611
22 C 3.276 -0.863 4.390
23 C 2.847 0.307 3.773
24 C 2.739 0.366 2.394
25 N 0.438 -2.471 -0.251
26 C -2.115 -3.046 -2.585
27 C -1.909 -4.416 -2.650
28 C -1.623 -5.035 -3.863
29 C -1.551 -4.288 -5.026
30 C -1.769 -2.916 -4.972
31 C -2.046 -2.302 -3.764
32 C -3.899 -1.968 -1.151
33 C -4.811 -2.338 -2.134
34 C -6.170 -2.087 -1.983
35 C -6.646 -1.464 -0.845
36 C -5.752 -1.099 0.153
37 C -4.402 -1.359 0.002
38 H -2.551 -3.967 0.094
39 H -2.209 -2.430 0.837
40 H -0.990 -5.399 0.557
41 H 1.397 -6.123 0.647
42 H 3.138 -4.437 0.048
43 H 2.714 -1.715 -1.705
44 H 3.779 -2.476 -0.562
45 H 5.209 0.412 1.360
46 H 7.135 1.514 0.340
47 H 7.241 1.849 -2.109
48 H 5.344 1.098 -3.522
49 H 3.388 0.057 -2.502
50 H 3.786 -2.754 1.643
51 H 3.958 -2.869 4.078
52 H 3.366 -0.914 5.467
53 H 2.617 1.182 4.371
54 H 2.423 1.274 1.902
55 H -1.982 -5.028 -1.762
56 H -1.466 -6.105 -3.895
57 H -1.335 -4.769 -5.971
58 H -1.722 -2.324 -5.877
59 H -2.204 -1.232 -3.722
60 H -4.469 -2.829 -3.033
61 H -6.856 -2.388 -2.764
62 H -7.704 -1.268 -0.729
63 H -6.110 -0.620 1.056
64 H -3.729 -1.076 0.797
65 C 1.147 3.262 1.967
66 C 2.020 3.482 0.761
67 C 3.184 4.229 0.913
68 C 4.036 4.469 -0.153
69 C 3.738 3.947 -1.401
70 C 2.595 3.185 -1.566
71 C 1.722 2.951 -0.503
72 P 0.198 2.017 -0.853
73 C 0.159 1.813 -2.676
74 C 0.401 0.518 -3.141
75 C 0.280 0.177 -4.477
76 C -0.045 1.164 -5.391
77 C -0.236 2.466 -4.952
78 C -0.148 2.817 -3.607
79 C -0.367 4.254 -3.229
80 C -1.146 3.069 -0.316
81 C -1.199 4.463 -0.253
82 C -2.325 5.071 0.263
83 C -3.392 4.291 0.712
84 C -3.321 2.911 0.674
85 C -2.173 2.287 0.176
86 C -2.031 0.793 0.178
87 H 1.752 3.166 2.870
88 H 0.564 2.354 1.843
89 H 0.446 4.086 2.111
90 H 3.426 4.622 1.893
91 H 4.935 5.052 -0.004
92 H 4.401 4.111 -2.239
93 H 2.384 2.760 -2.538
94 H 0.766 -0.260 -2.473
95 H 0.452 -0.844 -4.791
96 H -0.130 0.932 -6.444
97 H -0.461 3.242 -5.673
98 H -0.410 4.873 -4.123
99 H 0.439 4.632 -2.597
100 H -1.305 4.385 -2.688
101 H -0.363 5.062 -0.592
102 H -2.382 6.149 0.318
103 H -4.280 4.772 1.102
104 H -4.144 2.307 1.038
105 H -2.782 0.404 -0.503
106 H -2.348 0.452 1.168
107 C -2.332 -1.799 5.684
108 C -2.167 -0.294 5.520
109 C -3.163 0.277 4.516
110 C -0.731 0.089 5.165
111 N -0.373 -0.310 3.808
112 C -0.501 0.360 2.672
113 N -0.116 -0.430 1.694
114 N 0.249 -1.603 2.269
115 N 0.094 -1.531 3.527
116 H -3.362 -2.039 5.948
117 H -1.682 -2.190 6.467
118 H -2.095 -2.328 4.758
119 H -2.344 0.185 6.489
120 H -3.074 -0.219 3.544
121 H -3.031 1.351 4.368
122 H -4.183 0.115 4.863
123 H -0.005 -0.386 5.824
124 H -0.590 1.170 5.221
125 H -0.858 1.370 2.599

***

[7]
The following is a DFT calculation (wB97M-V/def2-TZVPD) of a cluster of 2 separate species, C4H8O in total at a distorted geometry.

Computed properties:
spin multiplicity: 2
relative energy (zero: lowest compared OMol25 entry of this formula, charge and spin): 1.991 eV
orbital gap (spin up / spin down): 2.41 / 6.98 eV
charge: -1
HOMO (spin up / spin down): 1.137 / -3.560 eV
electronic energy: -232.3208 Ha

Cartesian coordinates (Å):
1 O -2.363 0.780 2.584
2 C -3.033 -0.048 2.047
3 H -2.702 -1.000 1.838
4 H -3.967 0.180 1.618
5 C 2.898 0.054 -2.125
6 C 1.870 -0.321 -1.084
7 C 0.565 -0.401 -1.203
8 H 3.431 1.007 -1.883
9 H 3.724 -0.700 -2.194
10 H 2.408 0.000 -3.085
11 H 2.363 -0.317 -0.173
12 H -0.209 -0.577 -0.386
13 H 0.059 -0.544 -2.214

***

[8]
The following is a DFT calculation (wB97M-V/def2-TZVPD) of a structure of composition C24H19AuF6N7PSeTe.

Computed properties:
spin multiplicity: 2
relative energy (zero: lowest compared OMol25 entry of this formula, charge and spin): 0.000 eV
orbital gap (spin up / spin down): 6.75 / 3.73 eV
charge: +3
HOMO (spin up / spin down): -15.059 / -15.059 eV
electronic energy: -5054.2205 Ha

Cartesian coordinates (Å):
1 Au -1.091 5.147 0.361
2 Se -1.970 13.048 0.963
3 N -0.900 12.158 -0.097
4 C -1.082 10.875 0.154
5 C -0.398 9.819 -0.503
6 C 0.558 10.071 -1.504
7 C 1.183 9.004 -2.102
8 C 0.831 7.723 -1.684
9 N -0.078 7.471 -0.737
10 C -0.686 8.478 -0.148
11 C -1.689 8.159 0.916
12 N -1.930 6.878 1.233
13 C -2.830 6.606 2.196
14 C -3.530 7.578 2.886
15 C -3.296 8.899 2.572
16 C -2.365 9.190 1.578
17 C -2.082 10.569 1.211
18 N -2.657 11.592 1.759
19 H 0.782 11.093 -1.781
20 H 1.926 9.142 -2.874
21 H 1.301 6.854 -2.128
22 H -2.989 5.560 2.411
23 H -4.239 7.291 3.649
24 H -3.814 9.704 3.077
25 N 2.755 -4.757 1.348
26 C 2.351 -3.722 1.058
27 C 1.839 -2.427 0.690
28 C 2.375 -1.760 -0.409
29 C 1.876 -0.520 -0.770
30 C 0.837 0.031 -0.037
31 C 0.292 -0.626 1.055
32 C 0.802 -1.858 1.425
33 N 0.302 1.300 -0.437
34 C -0.045 1.659 -1.720
35 C -0.518 2.927 -1.649
36 N -0.458 3.345 -0.334
37 C 0.041 2.342 0.367
38 H 3.179 -2.209 -0.974
39 H 2.297 0.014 -1.612
40 H -0.543 -0.198 1.593
41 H 0.383 -2.391 2.267
42 H 0.049 0.980 -2.549
43 H -0.912 3.549 -2.432
44 H 0.235 2.341 1.426
45 F 4.890 -9.007 1.848
46 P 4.210 -8.085 0.677
47 F 2.854 -8.281 1.371
48 F 3.556 -11.518 1.498
49 F 5.150 -6.945 1.085
50 F 3.565 -7.230 -0.463
51 F 4.699 -9.136 -0.347
52 C 6.477 -11.749 1.476
53 Te 4.870 -11.728 2.809
54 C 4.644 -13.804 2.897
55 H 7.299 -12.286 1.950
56 H 6.759 -10.724 1.258
57 H 6.141 -12.273 0.583
58 H 4.644 -14.188 1.879
59 H 3.707 -14.028 3.403
60 H 5.480 -14.211 3.465

***

[9]
The following is a DFT calculation (wB97M-V/def2-TZVPD) of a cluster of 2 separate species, CH5N4OS in total at a distorted geometry.

Computed properties:
relative energy (zero: lowest compared OMol25 entry of this formula, charge and spin): 2.763 eV
orbital gap (spin up / spin down): 4.68 / 7.55 eV
charge: -1
HOMO (spin up / spin down): -2.092 / -3.719 eV
electronic energy: -733.3656 Ha

Cartesian coordinates (Å):
1 C -0.257 0.187 -0.052
2 N 1.094 -1.591 -0.606
3 N -1.320 -0.529 -0.517
4 N -0.374 1.451 0.025
5 N 1.052 -0.383 -0.147
6 O -1.542 1.982 -0.197
7 S 2.334 0.548 0.213
8 H -0.201 -0.223 2.165
9 H 2.065 -1.984 -0.647
10 H -2.079 0.058 -0.367
11 H -1.318 -1.458 -0.047
12 H 0.546 1.943 0.176

***

[10]
The following is a DFT calculation (wB97M-V/def2-TZVPD) of a cluster of 10 separate species, C59H47N2O36 in total at a distorted geometry.

Computed properties:
orbital gap: 6.70 eV
charge: +1
HOMO: -10.920 eV
electronic energy: -5094.3060 Ha

Cartesian coordinates (Å):
1 N -2.928 1.446 3.714
2 C -2.217 0.158 3.658
3 C -1.052 0.251 2.562
4 C 0.285 0.842 3.172
5 C 1.220 -0.395 2.753
6 C 0.356 -1.606 2.318
7 N -0.872 -1.181 2.201
8 H -3.740 1.321 4.314
9 H -3.212 1.707 2.770
10 H -2.875 -0.715 3.386
11 H -1.745 -0.053 4.647
12 H -1.432 0.944 1.778
13 H 0.347 0.927 4.276
14 H 0.549 1.708 2.534
15 H 2.165 -0.567 3.310
16 H 1.607 -0.033 1.754
17 H 0.742 -2.637 2.144
18 H -1.671 -1.746 1.910
19 C 1.753 5.467 4.851
20 C 0.754 4.928 4.149
21 C 0.729 4.986 2.658
22 O -0.195 4.462 2.058
23 C 1.821 5.678 1.978
24 C 2.820 6.221 2.679
25 C 2.860 6.140 4.169
26 O 3.796 6.631 4.768
27 O 3.835 6.865 2.075
28 O -0.280 4.303 4.755
29 H 1.784 5.429 5.931
30 H 1.782 5.728 0.898
31 H 4.421 7.162 2.796
32 H -0.864 4.004 4.035
33 C 0.888 -0.902 -1.023
34 C 0.809 0.281 -1.634
35 C 0.955 0.401 -3.116
36 O 0.858 1.495 -3.633
37 C 1.215 -0.820 -3.881
38 C 1.295 -2.003 -3.263
39 C 1.122 -2.121 -1.788
40 O 1.181 -3.212 -1.250
41 O 1.535 -3.138 -3.946
42 O 0.595 1.418 -0.943
43 H 0.785 -1.011 0.045
44 H 1.336 -0.721 -4.951
45 H 1.544 -3.848 -3.280
46 H 0.579 2.130 -1.611
47 C -0.450 8.110 -0.461
48 C 0.758 8.012 -1.020
49 C 1.465 9.204 -1.569
50 O 2.573 9.068 -2.051
51 C 0.783 10.497 -1.504
52 C -0.428 10.596 -0.949
53 C -1.122 9.407 -0.376
54 O -2.216 9.543 0.138
55 O -1.076 11.774 -0.881
56 O 1.399 6.827 -1.113
57 H -0.971 7.252 -0.058
58 H 1.298 11.351 -1.921
59 H -1.922 11.582 -0.439
60 H 2.248 7.025 -1.551
61 C 0.492 -8.110 -0.312
62 C 0.762 -6.806 -0.216
63 C 1.584 -6.260 0.908
64 O 1.821 -5.064 0.954
65 C 2.069 -7.196 1.921
66 C 1.797 -8.500 1.825
67 C 0.998 -9.048 0.690
68 O 0.788 -10.244 0.632
69 O 2.230 -9.378 2.746
70 O 0.301 -5.924 -1.130
71 H -0.100 -8.518 -1.119
72 H 2.648 -6.787 2.738
73 H 1.906 -10.248 2.450
74 H 0.635 -5.049 -0.856
75 C -6.410 7.907 -4.193
76 C -6.111 9.203 -4.073
77 C -5.250 9.706 -2.962
78 O -4.987 10.891 -2.900
79 C -4.759 8.736 -1.982
80 C -5.060 7.442 -2.101
81 C -5.898 6.936 -3.226
82 O -6.132 5.744 -3.304
83 O -4.621 6.527 -1.210
84 O -6.572 10.117 -4.948
85 H -7.030 7.530 -4.994
86 H -4.150 9.115 -1.171
87 H -4.975 5.676 -1.522
88 H -6.215 10.970 -4.644
89 C -4.135 -13.235 2.024
90 C -3.115 -13.855 1.426
91 C -1.789 -13.192 1.256
92 O -0.882 -13.800 0.723
93 C -1.640 -11.818 1.743
94 C -2.662 -11.199 2.337
95 C -3.978 -11.871 2.531
96 O -4.875 -11.272 3.095
97 O -2.552 -9.931 2.793
98 O -3.234 -15.109 0.949
99 H -5.100 -13.705 2.155
100 H -0.680 -11.339 1.600
101 H -3.422 -9.721 3.178
102 H -2.364 -15.326 0.569
103 C 0.765 4.705 9.597
104 C 0.593 5.510 10.648
105 C 1.722 6.305 11.216
106 O 1.516 7.039 12.162
107 C 3.043 6.157 10.603
108 C 3.215 5.349 9.555
109 C 2.080 4.576 8.971
110 O 2.278 3.863 8.001
111 O 4.422 5.195 8.974
112 O -0.606 5.645 11.244
113 H -0.045 4.126 9.175
114 H 3.857 6.724 11.034
115 H 4.281 4.567 8.245
116 H -0.465 6.279 11.970
117 C -1.952 -2.137 -5.777
118 C -1.219 -1.943 -6.874
119 C -1.392 -2.790 -8.090
120 O -0.715 -2.564 -9.073
121 C -2.379 -3.870 -8.039
122 C -3.110 -4.067 -6.939
123 C -2.955 -3.202 -5.734
124 O -3.654 -3.404 -4.758
125 O -4.022 -5.056 -6.867
126 O -0.288 -0.970 -6.936
127 H -1.837 -1.528 -4.891
128 H -2.483 -4.489 -8.920
129 H -4.412 -4.985 -5.978
130 H 0.099 -1.036 -7.829
131 C 5.964 -3.306 -6.202
132 C 6.825 -4.171 -6.746
133 C 6.397 -5.537 -7.168
134 O 7.208 -6.285 -7.675
135 C 5.001 -5.919 -6.946
136 C 4.143 -5.055 -6.400
137 C 4.565 -3.682 -6.003
138 O 3.739 -2.925 -5.525
139 O 2.851 -5.379 -6.181
140 O 8.118 -3.851 -6.938
141 H 6.261 -2.313 -5.894
142 H 4.706 -6.917 -7.240
143 H 2.449 -4.585 -5.784
144 H 8.523 -4.639 -7.343

***

[11]
The following is a DFT calculation (wB97M-V/def2-TZVPD) of an isolated molecule of CH2FPSi at a distorted geometry.

Computed properties:
spin multiplicity: 3
relative energy (zero: lowest compared OMol25 entry of this formula, charge and spin): 0.066 eV
orbital gap (spin up / spin down): 6.75 / 6.78 eV
HOMO (spin up / spin down): -6.459 / -9.549 eV
electronic energy: -769.8131 Ha

Cartesian coordinates (Å):
1 C 0.973 -0.344 0.046
2 F 1.790 -1.443 -0.021
3 Si -0.783 0.179 -0.055
4 P 1.162 1.326 -0.068
5 H -1.807 0.605 -1.188
6 H -1.335 -0.324 1.285

***

[12]
The following is a DFT calculation (wB97M-V/def2-TZVPD) of a cluster of 2 separate species, H5N2O2P in total at a distorted geometry.

Computed properties:
SMILES: [NH3+][O-].NP=O
relative energy (zero: lowest compared OMol25 entry of this formula, charge and spin): 4.293 eV
orbital gap: 8.89 eV
HOMO: -8.367 eV
electronic energy: -604.2636 Ha

Cartesian coordinates (Å):
1 N -1.428 0.713 -0.098
2 N 2.012 -0.649 0.656
3 O 1.032 0.825 -1.095
4 O -1.006 0.676 1.172
5 P 1.771 0.948 0.154
6 H -2.215 -0.041 -0.179
7 H -1.872 1.712 -0.250
8 H 2.686 -1.132 1.322
9 H 1.620 -1.396 0.077
10 H -0.559 0.863 -0.858